Record 1
{"formula": "C20H22Br45ClF2N3O4P2", "method": "wB97M-V/def2-TZVPD", "fmax_ev_per_a": 11.18, "orbital_gap_ev": 5.622, "total_charge": 1, "homo_energy_ha": -0.4046, "e_lumo_ev": -5.4, "symbols": ["C", "C", "N", "C", "N", "N", "P", "O", "O", "O", "C", "F", "P", "O", "Cl", "C", "F", "H", "H", "H", "H", "H", "H", "H", "C", "Br", "Br", "Br", "H", "C", "Br", "Br", "Br", "H", "C", "Br", "Br", "Br", "H", "C", "Br", "Br", "Br", "H", "C", "Br", "Br", "Br", "H", "C", "Br", "Br", "Br", "H", "C", "Br", "Br", "Br", "H", "C", "Br", "Br", "Br", "H", "C", "Br", "Br", "Br", "H", "C", "Br", "Br", "Br", "H", "C", "Br", "Br", "Br", "H", "C", "Br", "Br", "Br", "H", "C", "Br", "Br", "Br", "H", "C", "Br", "Br", "Br", "H", "C", "Br", "Br", "Br", "H"], "xyz": [[-2.851369, -0.414480, 0.580689], [-1.624608, -0.108537, 1.243785], [-0.220612, 0.168392, 1.821883], [0.218976, 1.238778, 0.800618], [-0.671142, 2.277781, 0.680880], [1.514928, 0.910797, 0.093068], [2.538019, 2.260094, -0.463301], [2.173447, 3.674776, 0.140098], [4.272301, 1.980172, -0.199071], [2.273568, 2.383274, -2.215758], [2.163152, -0.198254, 0.891349], [2.876386, 0.474218, 2.006074], [3.425371, -1.366468, 0.030821], [2.622916, -2.561561, -0.974122], [4.256317, -2.505254, 1.666469], [0.784041, -0.948509, 1.467855], [0.075111, -1.688911, 0.375467], [-3.593943, -0.647059, -0.321722], [-1.103853, 2.498470, -0.264789], [-0.979931, 2.799561, 1.538064], [4.703967, 2.880633, -0.326261], [1.255463, 2.416837, -2.282485], [2.077004, -2.128785, -1.699021], [0.997131, -1.743121, 2.325873], [-3.310171, -0.409282, -3.827034], [-2.855777, -1.087595, -2.061339], [-5.201837, 0.020377, -3.972539], [-2.185219, 1.093733, -4.336518], [-3.109514, -1.215170, -4.540539], [-2.304763, -2.682899, 4.160103], [-3.558878, -3.980026, 4.887368], [-0.462346, -3.283613, 4.329884], [-2.743128, -2.201395, 2.327034], [-2.401125, -1.773026, 4.761478], [3.863499, -0.101550, -4.876629], [4.046406, 1.666525, -5.667019], [4.968784, -0.302233, -3.288469], [2.003127, -0.548203, -4.524971], [4.231110, -0.821502, -5.615098], [6.233852, 5.738576, -2.172086], [6.505550, 5.046992, -0.374269], [5.317339, 4.454797, -3.310550], [5.334218, 7.463261, -2.155813], [7.226086, 5.899589, -2.606083], [-6.656224, -3.358547, 7.949431], [-8.351034, -2.607563, 7.359601], [-6.236439, -5.015440, 7.020634], [-5.207273, -2.067364, 7.817014], [-6.768024, -3.606046, 9.010116], [-9.333283, 1.393931, 7.645937], [-9.189756, 1.046684, 9.554621], [-10.299322, 3.042467, 7.280858], [-7.595461, 1.364655, 6.772286], [-9.921321, 0.576727, 7.215596], [5.706041, -4.251147, -5.101427], [5.599660, -5.984644, -5.977742], [4.399506, -4.082337, -3.670115], [7.509419, -3.861215, -4.485044], [5.455177, -3.496492, -5.854002], [1.088026, 3.269250, -8.728021], [-0.198717, 2.933115, -10.147725], [0.273222, 3.137115, -6.966540], [2.656102, 2.129152, -8.887595], [1.430703, 4.302530, -8.845119], [6.519491, 6.556855, -6.962584], [6.702398, 8.324930, -7.752973], [7.624777, 6.356173, -5.374423], [4.659120, 6.110203, -6.610925], [6.887102, 5.836903, -7.701054], [4.584891, -1.771573, -8.604238], [3.330776, -3.068700, -7.876973], [6.427307, -2.372289, -8.434458], [4.146526, -1.290070, -10.437307], [4.488528, -0.861701, -8.002863], [-3.797354, -8.520018, 5.011154], [-5.492164, -7.769034, 4.421323], [-3.377569, -10.176911, 4.082356], [-2.348403, -7.228835, 4.878736], [-3.909155, -8.767517, 6.071838], [8.846220, 0.301213, -6.969779], [8.989746, -0.046034, -5.061096], [7.880181, 1.949749, -7.334859], [10.584042, 0.271936, -7.843432], [8.258182, -0.515991, -7.400120], [-9.444552, 7.351438, 6.594687], [-10.731295, 7.015304, 5.174983], [-10.259356, 7.219303, 8.356168], [-7.876476, 6.211340, 6.435112], [-9.101876, 8.384718, 6.477589], [5.653106, -5.312159, 4.609251], [5.976138, -7.049391, 3.795660], [6.657379, -3.900565, 3.724368], [3.754516, -4.899306, 4.704398], [6.020147, -5.368247, 5.639272], [-12.849037, -0.463422, 9.830710], [-13.808105, -1.370823, 8.402051], [-13.724073, 1.194315, 10.350713], [-12.547584, -1.632242, 11.356205], [-11.864429, -0.194590, 9.434373]], "atomic_forces_ev_per_a": [[9.77, 3.71, 3.96], [-7.98, -1.40, -5.63], [0.07, 0.91, -4.90], [-0.08, -0.96, 1.12], [1.73, -0.69, -1.31], [-2.05, 0.42, 2.58], [2.17, 7.31, -1.25], [0.59, -5.66, -1.64], [-4.22, 0.23, -1.06], [-1.30, -1.33, 4.01], [-3.00, -0.08, 2.61], [-1.68, -1.74, -2.40], [1.45, -1.53, -1.83], [-0.15, 2.42, 1.51], [-1.67, 0.97, -1.44], [-0.60, -1.71, -0.11], [2.55, 1.58, 2.16], [1.18, 1.00, 2.99], [1.28, 0.13, 1.75], [0.08, -1.23, -1.14], [-0.78, -0.87, 0.11], [2.14, 0.03, -0.14], [0.97, -0.48, 1.10], [-0.63, 1.98, -1.80], [-0.30, -0.19, -0.59], [0.39, -0.18, -2.16], [0.63, -0.10, 0.14], [-0.22, -0.37, 0.23], [-0.06, 0.36, 0.30], [-0.80, -0.65, 0.43], [0.34, 0.56, -0.10], [-0.26, 0.09, -0.11], [0.54, -1.77, 2.55], [0.08, -0.36, -0.32], [0.34, 0.03, 0.00], [-0.03, -0.52, 0.39], [-0.35, 0.18, -0.39], [0.29, 0.10, -0.01], [-0.21, 0.22, 0.33], [0.04, 0.16, -0.26], [-0.16, 0.04, -0.32], [0.11, 0.12, 0.56], [0.22, -0.55, 0.02], [-0.44, -0.10, 0.24], [-0.02, -0.01, 0.23], [0.43, -0.22, 0.09], [-0.17, 0.36, 0.17], [-0.39, -0.26, 0.05], [0.06, 0.12, -0.48], [-0.19, -0.08, -0.13], [-0.02, 0.09, -0.44], [0.28, -0.43, 0.14], [-0.39, 0.05, 0.25], [0.29, 0.34, 0.18], [0.04, 0.06, -0.18], [0.03, 0.50, 0.28], [0.28, -0.09, -0.28], [-0.50, -0.10, -0.15], [0.11, -0.36, 0.30], [0.06, 0.19, -0.21], [0.36, 0.04, 0.45], [0.19, -0.02, -0.34], [-0.49, 0.29, -0.15], [-0.15, -0.47, 0.08], [0.06, -0.05, -0.23], [-0.08, -0.50, 0.30], [-0.12, 0.16, -0.52], [0.39, 0.14, -0.11], [-0.15, 0.32, 0.36], [-0.12, 0.29, -0.07], [0.34, 0.30, -0.12], [-0.43, 0.02, -0.01], [0.15, -0.18, 0.55], [0.05, -0.33, -0.28], [0.08, -0.16, 0.22], [0.42, -0.12, 0.11], [-0.13, 0.48, 0.20], [-0.31, -0.58, 0.00], [0.05, 0.12, -0.49], [0.03, -0.22, -0.10], [-0.06, 0.15, -0.47], [0.19, -0.36, 0.12], [-0.48, 0.05, 0.27], [0.25, 0.41, 0.21], [0.05, 0.25, 0.01], [0.32, 0.01, 0.38], [0.21, -0.05, -0.48], [-0.40, 0.23, 0.04], [-0.16, -0.48, 0.05], [0.15, -0.15, 0.19], [-0.13, 0.53, 0.18], [-0.23, -0.36, 0.21], [0.41, -0.09, -0.06], [-0.18, 0.05, -0.47], [0.17, 0.09, -0.05], [0.21, 0.21, 0.36], [0.22, -0.47, -0.14], [-0.11, 0.31, -0.40], [-0.43, -0.11, 0.22]], "mulliken_charge": [-0.854, 0.177, -0.002, -0.021, -0.113, 0.319, 0.817, -0.677, -0.319, -0.300, 0.155, -0.334, 0.514, -0.419, -0.171, 0.552, -0.278, 0.442, 0.281, 0.294, 0.166, 0.303, 0.273, 0.060, -0.404, 0.056, 0.005, 0.029, 0.363, -0.452, 0.080, -0.047, 0.053, 0.423, 0.246, 0.215, 0.059, -0.019, -0.243, -0.367, -0.060, 0.173, 0.015, 0.256, -0.328, 0.020, -0.020, -0.042, 0.361, -0.293, -0.011, 0.024, -0.015, 0.300, 0.446, -0.011, 0.033, -0.014, -0.508, -0.375, -0.019, -0.024, 0.008, 0.356, -0.302, -0.009, -0.009, -0.034, 0.336, 0.113, 0.011, -0.035, -0.036, -0.087, -0.301, -0.065, -0.038, 0.006, 0.370, 0.278, -0.015, 0.009, -0.019, -0.280, -0.349, -0.006, 0.002, -0.001, 0.343, -0.324, 0.007, -0.036, -0.015, 0.354, 0.278, -0.014, -0.001, -0.008, -0.255]}

=====

Record 2
{"formula": "C20H22BrClF4KN5O6S", "method": "wB97M-V/def2-TZVPD", "fmax_ev_per_a": 2.39, "orbital_gap_ev": 5.402, "relative_energy_kj_mol": 136.2, "total_charge": -2, "homo_energy_ha": -0.0515, "e_lumo_ev": 4.0, "symbols": ["K", "C", "N", "C", "C", "C", "N", "C", "C", "F", "C", "F", "C", "C", "F", "C", "F", "H", "H", "H", "H", "H", "H", "H", "H", "H", "H", "H", "O", "Cl", "O", "O", "O", "Br", "C", "C", "C", "C", "C", "N", "C", "O", "O", "H", "H", "H", "C", "N", "C", "C", "N", "C", "S", "H", "H", "H", "H", "H", "H", "H", "H"], "xyz": [[0.781506, -2.123479, -0.136457], [-2.261101, 0.649061, -2.919830], [-2.389447, -0.031034, -1.656092], [-3.580496, 0.391767, -0.952374], [-2.265311, -1.468300, -1.891888], [-2.802429, -2.371146, -0.785714], [-1.977506, -2.383172, 0.387857], [-2.453130, -2.743514, 1.543350], [-1.519269, -2.906089, 2.626074], [-0.208710, -2.651683, 2.352799], [-1.861711, -3.334236, 3.876796], [-0.906506, -3.518815, 4.827873], [-3.179281, -3.621918, 4.229533], [-4.122407, -3.457209, 3.230843], [-5.428291, -3.736373, 3.544496], [-3.804912, -3.046577, 1.958801], [-4.864108, -2.955149, 1.080483], [-2.224341, 1.727824, -2.758421], [-3.108688, 0.426926, -3.600807], [-1.343572, 0.324955, -3.412669], [-4.517395, 0.129557, -1.476804], [-3.554612, 1.476475, -0.832791], [-3.588484, -0.044346, 0.043047], [-1.203846, -1.674599, -2.045965], [-2.804227, -1.738949, -2.823664], [-2.810959, -3.390533, -1.207791], [-3.843279, -2.089027, -0.591739], [-3.451022, -3.953251, 5.215358], [4.060772, -2.711545, 1.951501], [3.576553, -2.648844, 0.616633], [4.662871, -2.855276, -0.274284], [3.017868, -1.343706, 0.383315], [2.574780, -3.631463, 0.416694], [-0.741974, 2.283139, 0.182277], [0.436472, 1.921399, -1.263120], [0.918028, 3.000111, -1.989833], [1.797925, 2.710345, -3.022731], [2.087207, 1.386079, -3.286765], [1.510196, 0.378288, -2.509398], [0.711951, 0.665751, -1.489450], [1.721039, -1.105610, -2.951482], [2.545375, -1.241939, -3.857653], [0.986656, -1.937087, -2.408943], [0.608970, 4.009550, -1.758863], [2.231242, 3.509421, -3.615008], [2.738888, 1.086317, -4.092501], [1.505376, 4.229047, 2.490170], [2.313111, 3.285081, 1.787271], [3.166916, 3.656946, 0.688537], [3.740420, 2.308702, 0.213054], [3.272441, 1.379523, 1.218688], [2.384067, 1.953055, 2.057667], [1.593889, 1.208779, 3.287509], [0.936209, 4.836998, 1.783256], [2.117611, 4.882502, 3.123768], [0.814326, 3.664751, 3.116093], [3.959797, 4.337463, 1.032003], [2.588387, 4.164546, -0.092174], [4.835757, 2.321376, 0.192734], [3.384120, 2.030463, -0.785216], [3.236287, 0.378673, 1.031948]], "atomic_forces_ev_per_a": [[-2.14, 0.32, 1.01], [0.03, 0.05, 0.12], [-0.21, 0.05, -0.09], [0.19, -0.06, -0.08], [0.00, -0.24, 0.29], [-0.28, 0.00, -0.15], [0.43, 0.38, -0.33], [-0.45, -0.18, 0.33], [0.32, 0.01, 0.23], [-0.37, -0.13, 0.18], [-0.06, -0.07, 0.09], [-0.06, 0.14, -0.28], [-0.09, 0.02, -0.05], [0.06, -0.13, 0.30], [0.33, 0.14, -0.28], [-0.22, -0.05, -0.09], [0.27, 0.02, 0.13], [0.05, 0.10, -0.05], [0.02, 0.02, 0.00], [0.03, 0.06, -0.04], [-0.06, -0.06, 0.00], [0.02, 0.04, -0.05], [-0.09, -0.06, 0.08], [-0.08, -0.03, -0.21], [-0.02, 0.00, 0.07], [-0.20, 0.07, -0.13], [0.06, -0.18, -0.13], [0.00, -0.03, 0.12], [0.08, 0.00, 1.00], [2.20, -0.17, 0.75], [0.54, -0.14, -0.88], [-0.10, 1.21, -0.23], [-0.62, -1.32, -0.15], [-0.07, 0.10, 0.20], [-0.10, 0.37, 0.16], [0.02, 0.02, -0.03], [-0.14, -0.05, 0.07], [0.14, -0.07, -0.06], [0.34, -0.01, -0.66], [-0.07, -0.33, 0.26], [0.09, 0.74, -0.35], [0.46, -0.07, -0.40], [-0.24, -0.37, -0.84], [0.00, -0.02, 0.06], [-0.03, -0.03, -0.01], [0.04, -0.08, -0.01], [-0.02, -0.04, 0.07], [0.08, -0.29, -0.33], [0.14, 0.17, -0.13], [0.21, -0.01, -0.28], [-0.22, 0.10, -0.09], [0.35, 0.26, 0.14], [-0.50, -0.53, 0.58], [0.00, 0.04, -0.04], [-0.04, 0.05, 0.01], [0.03, 0.08, 0.02], [-0.05, -0.01, -0.08], [0.10, 0.00, 0.01], [-0.12, 0.04, -0.09], [0.01, 0.08, 0.11], [0.04, 0.04, 0.20]], "nbo_charge": [0.920, -0.409, -0.434, -0.416, -0.232, -0.242, -0.654, 0.117, 0.275, -0.336, 0.336, -0.335, -0.489, 0.347, -0.349, 0.171, -0.353, 0.184, 0.140, 0.209, 0.142, 0.188, 0.218, 0.239, 0.138, 0.168, 0.177, 0.217, -0.867, 2.602, -0.864, -0.936, -0.885, 0.047, 0.167, -0.322, -0.191, -0.248, 0.131, -0.446, 0.744, -0.731, -0.783, 0.218, 0.202, 0.248, -0.410, -0.436, -0.209, -0.222, -0.612, 0.294, -0.264, 0.188, 0.171, 0.254, 0.170, 0.191, 0.188, 0.209, 0.464]}

=====

Question: Which formula does entry 1 have?
Answer: C20H22Br45ClF2N3O4P2